No. 1
Formula: C9H26NNaO5
Source: the OMol25 dataset
Level of theory: ωB97M-V with the def2-TZVPD basis set

```
42
C9H26NNaO5 | the OMol25 dataset | ωB97M-V with the def2-TZVPD basis set
Na -0.20 2.25 1.76
C 1.17 -0.75 -2.65
C 0.06 -0.20 -1.76
C -1.24 -0.98 -2.05
C -1.36 -2.35 -1.39
C -0.99 -2.30 0.09
C 0.32 -1.53 0.37
N 0.28 -0.23 -0.31
O 1.40 0.53 0.05
C 1.51 -2.39 -0.03
C 0.31 -1.28 1.86
C -0.19 1.25 -2.13
H 2.10 -0.23 -2.38
H 1.01 -0.37 -3.67
H 1.29 -1.83 -2.65
H -1.24 -1.06 -3.15
H -2.14 -0.36 -1.92
H -0.62 -2.95 -1.95
H -2.35 -2.75 -1.58
H -0.76 -3.34 0.34
H -1.81 -1.88 0.68
H 2.37 -1.78 -0.27
H 1.28 -3.06 -0.86
H 1.80 -3.07 0.79
H -0.36 -0.48 2.18
H 1.31 -0.98 2.18
H 0.02 -2.15 2.46
H -0.58 1.34 -3.16
H 0.75 1.79 -2.05
H -0.96 1.73 -1.52
O 1.53 3.15 3.22
H 1.45 3.30 4.16
H 2.46 2.99 3.06
O -1.24 1.40 3.71
H -2.06 1.03 3.37
H -1.39 1.52 4.65
O 0.75 4.16 -0.20
H 1.20 4.28 -1.04
H 1.37 4.51 0.46
O -2.01 1.14 0.81
H -1.53 0.45 0.27
H -2.73 1.47 0.26
```

Output
* energy relative to the best compared isomer or geometry (same formula, charge and spin): 25.0 kJ/mol
* HOMO-LUMO gap: 4.84 eV
* multiplicity: 1
* E_LUMO: -0.4 eV
* total charge: 0

=====

No. 2
Formula: C9H26O4
Source: the OMol25 dataset
Level of theory: ωB97M-V with the def2-TZVPD basis set

```
39
C9H26O4 | the OMol25 dataset | ωB97M-V with the def2-TZVPD basis set
O 4.37 0.34 0.42
H 4.80 1.00 0.96
H 4.78 -0.50 0.67
C -0.54 -1.51 1.62
C 0.40 -0.33 1.81
C 1.28 -0.52 3.06
O 1.23 -0.18 0.64
H 0.03 -2.32 1.15
H -1.36 -1.26 0.95
H -0.90 -1.84 2.59
H -0.13 0.61 1.99
H 0.64 -0.58 3.94
H 1.93 0.35 3.22
H 1.92 -1.40 2.95
H 2.06 0.22 0.93
C -2.63 1.55 1.05
C -3.86 2.39 0.82
C -3.64 3.58 -0.06
O -4.87 1.58 0.12
H -2.74 0.86 1.88
H -1.74 2.18 1.15
H -2.43 0.94 0.17
H -4.36 2.66 1.75
H -4.57 4.14 -0.14
H -3.34 3.27 -1.06
H -2.90 4.26 0.36
H -5.27 0.99 0.77
C 2.04 -2.92 -3.43
C 2.01 -1.81 -2.40
C 1.70 -0.47 -3.04
O 1.04 -2.16 -1.43
H 2.20 -3.87 -2.91
H 2.91 -2.81 -4.08
H 1.10 -2.95 -3.98
H 3.00 -1.73 -1.93
H 0.83 -0.53 -3.70
H 2.53 -0.13 -3.66
H 1.49 0.31 -2.31
H 0.97 -1.41 -0.82
```

Output
* energy relative to the best compared isomer or geometry (same formula, charge and spin): 16.2 kJ/mol
* HOMO-LUMO gap: 9.88 eV
* multiplicity: 1
* E_LUMO: 0.4 eV
* total charge: 0
* SMILES: CC(C)O.CC(C)O.CC(C)O.O

=====

No. 3
Formula: C9H26O6PS
Source: the OMol25 dataset
Level of theory: ωB97M-V with the def2-TZVPD basis set

```
43
C9H26O6PS | the OMol25 dataset | ωB97M-V with the def2-TZVPD basis set
C 0.58 -1.45 4.64
P 1.89 -2.02 5.76
O 2.53 -3.29 4.96
S 3.59 -0.74 5.13
O 4.23 -0.42 6.58
H -0.04 -0.72 5.15
H -0.03 -2.36 4.50
H 0.86 -1.10 3.65
H 2.17 -4.14 5.26
H 3.06 0.47 4.89
H 5.12 -0.81 6.64
C 0.28 1.70 -1.00
O 1.52 2.00 -0.39
C 1.42 2.46 0.94
C 1.76 1.37 1.93
O 0.84 0.29 1.89
C 1.30 -0.82 1.13
H 0.49 1.17 -1.93
H -0.34 1.07 -0.36
H -0.28 2.61 -1.24
H 0.41 2.84 1.15
H 2.12 3.29 1.07
H 1.73 1.79 2.94
H 2.78 1.01 1.73
H 2.08 -1.37 1.66
H 1.70 -0.50 0.16
H 0.45 -1.48 0.96
C -4.16 -0.65 -5.34
O -2.76 -0.74 -5.52
C -2.10 0.51 -5.42
C -1.42 0.69 -4.08
O -2.35 0.75 -3.01
C -2.50 -0.48 -2.32
H -4.53 -1.67 -5.25
H -4.42 -0.09 -4.44
H -4.64 -0.18 -6.21
H -2.80 1.33 -5.60
H -1.33 0.54 -6.21
H -0.87 1.63 -4.08
H -0.71 -0.13 -3.92
H -1.62 -0.70 -1.71
H -2.67 -1.31 -3.01
H -3.37 -0.38 -1.67
```

Output
* energy relative to the best compared isomer or geometry (same formula, charge and spin): 0.0 kJ/mol
* HOMO-LUMO gap: 6.09 eV
* multiplicity: 1
* E_LUMO: -4.7 eV
* total charge: +1

=====

No. 4
Formula: C9H27CrO16P4
Source: the OMol25 dataset
Level of theory: ωB97M-V with the def2-TZVPD basis set

```
57
C9H27CrO16P4 | the OMol25 dataset | ωB97M-V with the def2-TZVPD basis set
Cr -0.60 -1.71 0.44
P -1.78 -3.65 0.94
O -0.75 -3.67 -0.25
O -2.62 -2.40 0.58
O -0.96 -3.00 1.99
O -2.51 -4.98 1.30
C -2.99 0.34 -3.02
O -1.67 0.95 -2.93
P -0.36 0.06 -2.69
O -0.41 -0.83 -1.51
O -0.20 -0.62 -4.16
C 0.64 -1.71 -4.37
O 0.87 1.14 -2.66
C 1.07 2.18 -3.66
H -3.44 0.63 -3.97
H -3.63 0.68 -2.20
H -3.01 -0.74 -3.13
H 1.48 -1.84 -3.69
H 1.08 -1.66 -5.36
H -0.01 -2.59 -4.37
H 0.52 3.04 -3.28
H 0.64 1.81 -4.59
H 2.14 2.35 -3.73
C -4.34 1.58 0.69
O -2.97 1.96 0.51
P -1.88 1.49 1.58
O -1.23 0.16 1.23
O -0.86 2.78 1.71
C 0.52 2.56 1.44
O -2.74 1.46 2.96
C -2.06 1.25 4.21
H -4.64 0.93 1.51
H -4.71 1.08 -0.21
H -4.96 2.46 0.83
H 0.93 2.14 2.36
H 1.09 3.43 1.11
H 0.70 1.79 0.70
H -2.56 0.53 4.85
H -1.99 2.27 4.58
H -1.10 0.75 4.04
C 1.52 -0.44 3.65
O 2.70 -0.87 2.96
P 2.68 -0.87 1.39
O 1.45 -1.37 0.81
O 3.10 0.62 1.11
C 3.49 1.20 -0.17
O 4.00 -1.75 1.05
C 3.98 -2.77 0.04
H 1.09 -1.27 4.21
H 0.82 0.02 2.95
H 1.84 0.16 4.51
H 4.35 1.82 0.09
H 2.71 1.83 -0.59
H 3.56 0.45 -0.96
H 3.05 -2.89 -0.53
H 4.23 -3.76 0.41
H 4.69 -2.51 -0.75
```

Output
* HOMO-LUMO gap (spin up / spin down): 2.59 / 4.09 eV
* multiplicity: 5
* E_LUMO (spin up / spin down): 1.9 / 1.9 eV
* total charge: -1

=====

No. 5
Formula: C9H27N9O18
Source: the OMol25 dataset
Level of theory: ωB97M-V with the def2-TZVPD basis set

```
63
C9H27N9O18 | the OMol25 dataset | ωB97M-V with the def2-TZVPD basis set
C 3.87 1.65 -3.38
N 3.32 0.32 -3.04
O 2.31 -0.04 -3.60
O 3.87 -0.30 -2.15
H 4.82 1.50 -3.90
H 4.10 2.15 -2.44
H 3.14 2.22 -3.93
C 4.91 -0.62 1.31
N 3.70 -1.46 1.49
O 3.60 -2.46 0.81
O 2.92 -1.15 2.37
H 4.97 0.05 2.16
H 4.89 -0.08 0.38
H 5.73 -1.34 1.38
C -0.22 1.90 4.18
N -0.07 0.89 3.13
O 0.07 -0.28 3.46
O -0.05 1.26 1.97
H 0.18 1.47 5.10
H -1.26 2.12 4.38
H 0.40 2.75 3.90
C 1.28 2.71 -0.01
N 2.07 2.41 1.19
O 2.85 1.48 1.13
O 1.93 3.13 2.15
H 1.90 3.32 -0.67
H 0.44 3.32 0.32
H 0.89 1.81 -0.48
C 1.05 -4.65 1.34
N -0.46 -4.52 1.45
O -0.95 -4.62 2.54
O -1.09 -4.41 0.42
H 1.27 -5.61 1.80
H 1.41 -3.74 1.80
H 1.20 -4.72 0.27
C 0.47 -1.35 -0.34
N -0.41 -0.38 -1.08
O 0.08 0.69 -1.38
O -1.47 -0.81 -1.50
H 0.31 -1.17 0.73
H 1.50 -1.11 -0.57
H 0.23 -2.37 -0.59
C -2.19 1.75 -3.42
N -2.14 2.77 -4.49
O -1.51 3.80 -4.29
O -2.75 2.54 -5.52
H -3.24 1.69 -3.12
H -1.68 2.19 -2.58
H -1.71 0.85 -3.78
C -3.20 2.20 -0.09
N -3.19 1.64 1.30
O -2.73 0.54 1.44
O -3.50 2.38 2.21
H -2.92 3.24 -0.05
H -4.24 2.13 -0.41
H -2.48 1.63 -0.66
C -4.00 -2.84 -0.05
N -5.39 -2.73 0.46
O -6.28 -2.76 -0.37
O -5.57 -2.56 1.64
H -3.78 -3.65 -0.73
H -3.42 -2.89 0.87
H -3.76 -1.87 -0.49
```

Output
* energy relative to the best compared isomer or geometry (same formula, charge and spin): 72.7 kJ/mol
* HOMO-LUMO gap: 10.08 eV
* multiplicity: 1
* E_LUMO: -0.5 eV
* total charge: 0
* SMILES: C[N+](=O)[O-].C[N+](=O)[O-].C[N+](=O)[O-].C[N+](=O)[O-].C[N+](=O)[O-].C[N+](=O)[O-].C[N+](=O)[O-].C[N+](=O)[O-].C[N+](=O)[O-]

=====

No. 6
Formula: C9H27NO5
Source: the OMol25 dataset
Level of theory: ωB97M-V with the def2-TZVPD basis set

```
42
C9H27NO5 | the OMol25 dataset | ωB97M-V with the def2-TZVPD basis set
C -1.67 2.40 -2.45
O -2.64 1.66 -3.22
H -1.84 3.39 -2.88
H -1.87 2.57 -1.39
H -0.64 2.05 -2.55
H -2.46 1.67 -4.16
C 2.58 1.89 3.32
O 2.24 1.25 2.14
H 3.64 1.72 3.52
H 2.40 2.97 3.33
H 2.11 1.43 4.18
H 2.14 0.33 2.37
C 0.04 3.95 1.43
O 0.02 3.36 0.16
H -0.43 4.93 1.41
H -0.44 3.26 2.13
H 1.08 4.10 1.75
H 0.52 2.54 0.13
C -2.01 0.17 3.04
O -1.65 -0.77 1.96
C -0.74 -0.35 0.94
C -0.78 -1.34 -0.17
N -0.20 -2.64 0.39
C -0.10 -3.56 -0.73
C 1.05 -3.28 -1.69
O 0.51 -2.94 -2.94
C 1.52 -3.08 -3.98
H -2.72 -0.27 3.75
H -2.56 1.05 2.71
H -1.14 0.59 3.56
H 0.22 -0.27 1.45
H -0.85 0.69 0.63
H -0.24 -1.02 -1.07
H -1.79 -1.48 -0.55
H -0.90 -2.90 1.07
H -1.08 -3.49 -1.21
H 0.00 -4.59 -0.40
H 1.72 -4.15 -1.70
H 1.64 -2.46 -1.28
H 1.78 -4.11 -4.24
H 2.49 -2.60 -3.84
H 1.06 -2.69 -4.89
```

Output
* energy relative to the best compared isomer or geometry (same formula, charge and spin): 337.2 kJ/mol
* HOMO-LUMO gap: 9.55 eV
* multiplicity: 1
* E_LUMO: 0.7 eV
* total charge: 0
* SMILES: COCCNCCOC.CO.CO.CO

=====

Taking the records one at a time from the top gives electronic energy values of -25898.2854, -17944.5098, -42153.4777, -108116.5968, -60011.1670, -21494.3399 eV.